Entry from OMol25: a cluster of 6 separate species, C30H60N5O5S2 in total (ωB97M-V/def2-TZVPD).

Net charge ... +1
Gap between HOMO and LUMO ... 6.83 eV

Structure (XYZ):
```
102
Properties=species:S:1:pos:R:3:forces:R:3
C 6.209510 -1.478338 -0.201622 0.162 -1.128 -0.540
C 4.614122 -1.138233 -0.365001 -0.025 -2.244 0.098
N 4.301216 0.162399 -1.068846 1.553 2.333 2.701
C 5.195675 0.343120 -2.274218 0.131 -0.797 -2.144
C 4.492971 1.264450 -3.480469 0.760 -0.101 0.894
C 4.301287 1.355922 -0.142442 0.542 0.545 -1.785
S 5.189739 2.817519 -0.418613 -1.806 -3.087 0.420
S 3.246002 1.375783 1.450966 -0.254 -0.314 -1.286
C 1.418379 1.540050 1.019946 -1.234 -0.513 -1.256
C 1.053399 2.871118 0.123513 -0.780 0.996 0.537
C -0.498022 3.336152 0.506707 1.179 0.035 0.755
N -1.291854 3.464299 -0.779119 -2.885 -0.818 -1.122
C -2.573685 2.951325 -0.914361 -2.464 -1.129 0.409
N -3.304305 2.191078 0.207738 -2.641 1.767 -7.541
C -4.620144 1.895356 -0.479067 3.451 1.536 0.355
C -5.704273 1.079003 0.443130 -0.934 0.321 -0.488
C -6.574419 -0.015223 -0.428710 0.925 0.016 1.020
C -5.712161 -1.432238 -0.576056 -1.384 -0.038 -1.160
C -5.199542 -1.556578 -2.144144 -0.119 0.048 0.357
C -6.826962 -2.652251 -0.332092 0.372 1.438 -0.464
N -4.685423 2.442654 -1.888584 0.229 -2.132 5.347
N -3.457728 3.056088 -2.174316 2.614 -0.121 3.404
H 6.498345 -2.180918 -1.122689 -0.421 1.763 1.984
H 6.387913 -2.152804 0.764858 -0.398 1.677 -2.019
H 6.918099 -0.547057 -0.220760 -1.492 -1.754 0.266
H 4.161004 -2.002867 -1.052355 0.888 1.890 1.497
H 4.117382 -1.271552 0.685732 0.702 0.868 -2.122
H 6.294757 0.687051 -2.026853 -2.364 -0.409 -0.314
H 5.309553 -0.739390 -2.764425 -0.344 2.243 1.288
H 4.766368 0.744615 -4.492468 -0.657 1.179 1.944
H 4.974610 2.353057 -3.452923 -1.338 -2.382 -0.128
H 3.325081 1.279711 -3.289855 2.463 0.077 -0.490
H 0.840229 1.507296 2.063724 1.533 0.357 -2.184
H 0.991510 0.608239 0.407805 1.122 1.883 1.380
H 1.736078 3.814435 0.376955 -1.169 -2.382 -0.652
H 1.045896 2.659981 -1.046263 0.401 0.279 2.622
H -0.906961 2.534895 1.259060 0.150 1.567 -1.992
H -0.547440 4.375199 1.052067 0.253 -2.036 -1.103
H -0.920364 3.994698 -1.622968 -0.394 -0.986 1.892
H -5.176290 0.569435 1.382931 -0.812 1.308 -2.261
H -6.495968 1.836402 0.915740 1.959 -1.233 -1.197
H -7.560091 -0.223991 0.210523 2.099 0.561 -1.671
H -6.806994 0.470702 -1.478136 0.131 -1.209 2.083
H -4.833362 -1.458994 0.198312 -1.718 -0.007 -1.525
H -6.093378 -1.225849 -2.836191 1.770 -0.766 1.303
H -4.275235 -0.867678 -2.388923 -1.778 -1.363 0.564
H -4.928191 -2.669254 -2.387448 -0.427 2.183 0.411
H -6.328130 -3.702000 -0.473998 -1.166 2.025 0.416
H -7.306468 -2.472405 0.720881 0.960 -0.748 -1.953
H -7.670740 -2.447825 -1.150555 1.798 -0.749 1.764
H -5.545850 2.328072 -2.468014 1.592 0.487 0.272
H -3.187884 3.531652 -3.071737 -0.845 -0.905 1.400
C -5.504335 1.629060 5.716607 -0.193 -0.530 -0.082
C -5.269981 1.560677 4.231302 -0.231 -1.097 -0.330
O -5.469415 0.523813 3.600385 0.211 1.039 0.488
C -4.782071 2.809831 3.547511 -0.030 -0.189 -0.505
H -5.854708 0.654967 6.073936 0.116 0.178 -0.122
H -4.570789 1.874525 6.229128 -0.140 0.209 0.006
H -6.268530 2.378369 5.938075 0.244 0.192 0.074
H -3.816342 3.108012 3.963393 -0.172 0.153 0.076
H -5.514085 3.611723 3.672291 0.179 0.058 0.210
H -4.657139 2.612597 2.477498 0.053 0.070 0.275
C 3.628236 -6.136310 0.609542 0.152 -0.158 -0.347
C 2.966960 -5.030176 -0.168218 0.204 -0.110 -1.551
O 3.042747 -4.978279 -1.394792 -0.094 0.055 1.476
C 2.209362 -3.989767 0.612553 -0.164 0.304 -0.361
H 4.137804 -6.813316 -0.084220 -0.130 0.169 0.128
H 4.368145 -5.716952 1.295919 -0.126 -0.062 0.115
H 2.875052 -6.703692 1.162079 0.098 0.112 0.145
H 2.886000 -3.474751 1.299154 -0.123 -0.150 0.144
H 1.392950 -4.461487 1.165179 0.165 0.053 0.162
H 1.785348 -3.254274 -0.079329 0.100 -0.163 0.112
C -8.946308 6.175710 7.132254 0.490 0.188 -0.012
C -8.480906 4.817117 6.681307 1.371 -0.207 -0.252
O -7.294934 4.595172 6.442292 -1.345 0.201 0.195
C -9.522498 3.740374 6.533922 0.333 -0.341 -0.145
H -8.086881 6.851616 7.194216 -0.186 -0.176 -0.016
H -9.659797 6.582304 6.411105 -0.127 -0.065 0.193
H -9.405187 6.101846 8.121435 -0.171 0.036 -0.160
H -10.261754 4.038428 5.786148 -0.107 0.016 0.216
H -10.007011 3.557972 7.496430 -0.151 0.107 -0.145
H -9.042120 2.813787 6.202090 -0.101 0.198 0.080
C 8.780391 -6.496043 1.088250 -0.171 -0.060 0.493
C 7.720901 -5.481404 0.751028 -0.981 0.406 0.995
O 6.881604 -5.134669 1.580651 0.921 -0.377 -0.991
C 7.727708 -4.907291 -0.640503 -0.421 0.262 0.071
H 8.652775 -6.822875 2.125649 0.012 0.092 -0.237
H 8.684022 -7.365566 0.433206 0.189 0.119 -0.073
H 9.771444 -6.047624 0.982240 -0.030 -0.147 -0.180
H 7.584498 -5.706006 -1.372656 0.220 0.060 -0.014
H 8.671818 -4.388058 -0.823525 0.011 -0.185 -0.124
H 6.907300 -4.188717 -0.740599 0.208 -0.261 0.048
C 5.546145 -0.641771 -7.961903 -0.180 -0.157 0.445
C 6.350003 0.501262 -7.402426 0.061 0.313 1.488
O 6.373675 0.734593 -6.194985 -0.026 -0.310 -1.497
C 7.123825 1.348030 -8.377206 0.194 0.307 0.369
H 5.040495 -1.164738 -7.143291 0.125 0.122 -0.168
H 4.790343 -0.261024 -8.653449 0.167 -0.106 -0.136
H 6.207678 -1.346832 -8.471577 -0.126 0.113 -0.162
H 6.438364 1.817434 -9.087351 0.115 -0.169 -0.119
H 7.855668 0.731653 -8.905343 -0.171 0.053 -0.152
H 7.656266 2.134443 -7.831771 -0.133 -0.195 -0.105
```
Forces are in eV/Å.

Entry from OMol25: a cluster of 2 separate species, C6H9ClN3 in total (ωB97M-V/def2-TZVPD).

Net charge ... +1
Relative energy (zero: lowest compared OMol25 entry of this formula, charge and spin) ... 1.838 eV
Gap between HOMO and LUMO ... 9.58 eV

Structure (XYZ):
```
19
Properties=species:S:1:pos:R:3:forces:R:3
C -1.242903 -1.767087 1.378458 2.750 1.268 0.888
C -1.642992 -1.592676 0.120555 -1.855 -0.782 1.327
C -0.008475 -1.077988 1.811430 0.645 -1.912 0.711
C 0.511258 -0.213418 0.877168 -1.148 1.964 -3.245
C -0.115850 0.019679 -0.431467 3.957 2.078 1.689
C 0.800206 1.372374 -2.097928 -0.221 -2.177 -0.004
N -1.152365 -0.699823 -0.716875 -1.219 -0.213 -2.856
N 0.800901 -1.381791 2.891465 -0.812 0.750 -0.109
N 1.533863 2.383077 -1.636207 -3.567 0.499 0.105
Cl 1.920911 0.772123 1.282261 -0.525 -0.503 -0.291
H -1.854038 -2.368799 1.987530 -0.143 -0.802 0.892
H -2.535184 -2.085608 -0.142159 -0.875 -0.517 -0.738
H 1.152193 0.399290 -2.583840 0.221 1.975 0.777
H -0.179190 1.674683 -2.468839 0.085 -0.228 0.449
H -1.643401 -0.636144 -1.650394 1.010 0.106 1.390
H 0.569009 -2.085316 3.585302 -0.177 0.397 -0.332
H 1.554469 -0.706642 3.133181 -0.996 -0.972 -0.352
H 0.900987 3.103124 -1.227681 1.416 -0.406 -0.575
H 2.497540 2.515387 -1.540930 1.455 -0.525 0.274
```
Forces are in eV/Å.

Entry from OMol25: a cluster of 7 separate species, C29H54FN2O6 in total (ωB97M-V/def2-TZVPD).

Net charge ... +1
Gap between HOMO and LUMO ... 6.45 eV

Structure (XYZ):
```
92
Properties=species:S:1:pos:R:3:forces:R:3
F 5.774287 -3.727371 -0.486672 0.041 0.330 0.367
N 5.166827 -2.777960 -1.252533 -1.185 0.710 -2.245
C 3.682115 -2.809555 -1.177286 -7.376 -0.675 0.716
C 2.760623 -1.552737 -1.231332 0.727 -0.972 0.239
C 1.222135 -1.564280 -1.193383 2.194 -2.837 -0.043
N 0.516962 -2.792706 -1.108431 4.508 0.539 -0.182
C 1.318117 -3.959571 -1.059898 1.309 -0.079 -0.148
C 2.845553 -4.142225 -1.073618 -0.236 3.794 -0.544
H 5.416892 -3.016930 -2.243105 0.030 -0.095 0.790
H 5.567912 -1.820021 -1.105873 -0.226 -0.783 0.634
H 3.274475 -0.524711 -1.301544 -0.946 -1.670 0.116
H 0.614199 -0.586805 -1.258072 1.177 -1.679 0.151
H 0.726622 -4.949246 -1.015389 1.001 1.911 0.077
H 3.362499 -5.165965 -1.053931 -1.136 1.726 0.071
C -3.748399 0.339284 -1.869130 -0.117 -0.425 -0.192
C -3.693206 0.937542 -0.481250 -0.228 0.280 0.186
C -2.202524 1.114735 -0.272968 0.213 0.032 0.283
O -1.625797 1.351261 -1.566586 -0.452 -0.311 0.031
C -2.611917 1.058775 -2.568450 0.102 0.255 -0.176
H -4.709236 0.475036 -2.368302 0.093 -0.005 0.005
H -3.536672 -0.734194 -1.819315 -0.038 0.058 -0.046
H -4.189288 1.913556 -0.478260 0.029 -0.077 0.051
H -4.159487 0.315550 0.284605 0.060 0.052 -0.043
H -1.747209 0.205501 0.135083 -0.039 0.009 0.127
H -1.968530 1.948996 0.391115 0.159 -0.104 -0.105
H -2.947745 2.010040 -2.995407 -0.053 -0.055 -0.069
H -2.161798 0.459478 -3.363642 0.075 0.068 0.043
C -1.873199 -5.708412 2.942068 0.106 -0.096 0.468
C -2.489238 -4.564045 2.168713 -0.379 0.056 -0.220
C -1.300412 -4.026741 1.396719 0.136 0.282 -0.040
O -0.427233 -5.140154 1.151806 -0.142 0.017 0.087
C -0.862937 -6.251070 1.951343 0.033 -0.328 -0.201
H -2.595825 -6.458714 3.266758 0.066 0.038 -0.072
H -1.358071 -5.322609 3.828085 -0.036 -0.063 -0.044
H -3.242518 -4.949871 1.473790 0.019 0.053 0.062
H -2.962054 -3.810561 2.800778 0.057 -0.037 -0.060
H -0.744987 -3.288135 1.984852 -0.061 0.073 -0.007
H -1.588506 -3.570080 0.447253 0.126 -0.066 0.023
H -1.320367 -6.986822 1.281249 -0.007 -0.053 0.088
H -0.001946 -6.712744 2.439846 0.024 0.078 -0.106
C -6.930920 -6.515085 0.105143 -0.138 0.433 0.084
C -6.047083 -7.188919 -0.920970 -0.073 -0.272 -0.369
C -4.817600 -7.529621 -0.102289 0.263 0.001 0.193
O -5.262616 -7.754773 1.241509 -0.085 0.178 -0.250
C -6.621567 -7.310319 1.358140 -0.080 -0.285 0.223
H -7.990889 -6.524078 -0.153983 0.078 -0.007 0.045
H -6.619198 -5.473414 0.236921 -0.066 -0.052 0.002
H -6.525342 -8.107280 -1.276671 0.063 0.071 -0.011
H -5.822836 -6.563684 -1.787007 0.008 -0.051 0.063
H -4.107562 -6.694955 -0.084787 0.052 0.012 -0.118
H -4.300969 -8.418553 -0.471959 0.000 0.023 0.128
H -7.259042 -8.197750 1.432329 -0.068 0.072 0.028
H -6.738660 -6.720376 2.269849 0.099 -0.089 -0.006
C 1.505249 4.442311 2.396071 -0.104 0.265 0.431
C 2.411952 3.487805 1.653448 0.286 0.058 -0.445
C 1.614729 2.198631 1.695329 -0.163 -0.203 0.202
O 0.229353 2.566986 1.710495 0.255 0.041 -0.006
C 0.131182 3.977626 1.957776 -0.221 0.034 -0.179
H 1.692367 5.491830 2.168076 0.040 -0.149 0.003
H 1.621026 4.300103 3.475896 -0.031 0.044 -0.057
H 2.530995 3.820247 0.616739 0.034 -0.038 0.060
H 3.404795 3.389691 2.096404 -0.072 0.001 -0.007
H 1.820969 1.632712 2.610563 0.085 -0.048 -0.018
H 1.813978 1.554092 0.834422 -0.122 -0.003 -0.025
H -0.171304 4.461363 1.022303 -0.014 0.086 0.038
H -0.636545 4.166273 2.711510 -0.012 -0.126 -0.071
C 5.096181 8.520549 2.458590 -0.001 0.205 0.439
C 6.004484 7.567061 1.715078 0.298 0.026 -0.371
C 5.208612 6.277395 1.755325 -0.131 -0.292 0.131
O 3.822523 6.644978 1.770042 0.298 0.182 0.030
C 3.722585 8.054701 2.018698 -0.280 0.042 -0.236
H 5.282023 9.571599 2.231774 -0.042 -0.081 0.013
H 5.211595 8.377393 3.538048 -0.020 0.057 -0.072
H 6.123699 7.900409 0.678933 0.031 -0.046 0.070
H 6.996961 7.469304 2.158269 -0.079 -0.018 -0.030
H 5.415022 5.711083 2.670084 0.096 -0.027 -0.020
H 5.408570 5.634150 0.894822 -0.124 0.004 0.034
H 3.419920 8.538957 1.084018 -0.016 0.081 0.059
H 2.954388 8.241623 2.772436 -0.007 -0.113 -0.064
C 0.055335 3.593290 -3.600206 -0.273 0.323 0.118
C 1.170890 3.427114 -4.608776 0.069 -0.234 -0.369
C 2.405990 3.573554 -3.741089 0.229 0.216 0.200
O 2.057719 3.085625 -2.438178 -0.010 0.054 -0.263
C 0.632600 2.911737 -2.376127 0.149 -0.304 0.194
H -0.894158 3.160831 -3.919722 0.074 0.018 0.059
H -0.104256 4.657127 -3.395555 -0.039 -0.086 -0.012
H 1.134037 2.420940 -5.039931 0.014 0.074 -0.020
H 1.136416 4.149786 -5.425762 0.036 -0.054 0.063
H 2.697801 4.624097 -3.638756 0.042 -0.006 -0.111
H 3.259585 3.011222 -4.127946 0.001 0.019 0.101
H 0.426165 1.838350 -2.386166 -0.071 0.138 0.035
H 0.250733 3.330743 -1.442850 0.111 -0.124 0.009
```
Forces are in eV/Å.

no.,E_tot (a.u.),largest force on an atom (eV/Å)
1,-2624.83678,8.18
2,-858.17694,4.78
3,-1797.63146,7.44